Density functional theory data (wB97M-V/def2-TZVPD) for a structure of composition C13H29AlCaCl2CsFNO13S3 in a non-equilibrium geometry.

Last column: Löwdin charge in e.
Atoms and positions in Å:
O  -6.9024  -0.1263  -7.6628  0.00
H  4.6510  2.5234  -5.4901  0.00
Cs  -2.4083  -2.2614  -3.0233  1.28
O  1.5756  -0.3023  -1.0340  -0.05
O  -1.8331  3.8818  -0.1083  0.13
H  -2.6257  -2.0589  1.5509  0.11
C  5.3504  -4.7368  3.9918  -0.27
O  3.7213  2.4291  -5.2096  -0.08
O  -3.4092  4.3397  1.3554  0.15
H  -3.0355  4.6614  3.8405  -0.01
O  -1.3799  5.2013  1.6247  0.20
O  1.6018  -1.2209  1.9605  -0.35
Ca  -6.3199  -1.9023  -5.4447  1.73
S  0.5579  -1.0865  2.9489  0.68
H  5.9596  -5.6356  3.9326  0.05
H  2.9862  -2.7634  2.0240  0.02
C  -2.2171  4.5221  1.0222  -0.74
H  -4.0805  1.2660  -6.7765  0.08
H  0.3249  2.2184  -1.9148  0.11
C  3.6049  -3.0503  2.8681  -0.29
H  -2.7030  3.4635  -0.2789  0.12
H  2.8449  1.5702  -3.4078  0.11
C  -5.1261  1.3308  -7.0652  0.01
O  5.3551  -4.3369  1.3737  -0.55
H  5.9939  -3.8635  4.0948  0.06
S  4.3968  -4.6085  2.4762  0.80
H  -1.0353  -2.5635  0.9653  0.11
O  0.7066  -0.2187  4.0822  -0.30
Cl  -4.3247  5.3496  5.6832  0.50
H  1.5593  -0.2844  -3.0326  0.15
C  -1.3418  -2.9645  3.0716  -0.21
S  -1.2113  0.4420  -1.8034  0.41
H  4.3352  1.8526  -1.4170  0.05
H  2.9783  -3.1640  3.7525  0.05
C  -2.8257  4.8509  4.8848  -1.03
Cl  -2.1629  3.3796  5.6088  0.50
H  4.3664  -2.2889  3.0414  0.06
C  2.6507  1.4385  -2.3354  -0.18
H  -2.0977  5.6461  4.9794  0.03
H  0.0750  1.4000  -3.4647  0.11
Al  4.7082  0.6031  0.4205  0.96
H  4.6718  -4.8114  4.8413  0.05
H  -2.0264  -2.6376  3.8557  0.12
O  -1.5921  0.9960  -0.5551  -0.29
H  0.7835  -3.4497  3.0511  0.09
H  2.3474  2.4206  -1.9912  0.13
F  2.3929  1.4806  0.5008  -0.48
H  -5.2041  1.9446  -7.9596  0.10
H  -1.5335  -4.0217  2.8913  0.11
H  0.2120  -2.7814  4.5992  0.11
H  -0.7968  -0.1364  1.2313  0.08
O  -2.2903  0.7625  -2.7793  -0.46
H  3.5476  0.5268  -0.8339  -0.16
C  0.2369  1.2602  -2.4046  -0.15
H  -5.6824  1.8159  -6.2634  0.09
C  -0.9866  -0.7365  2.1181  -0.21
C  1.5254  0.4281  -2.2083  -0.39
O  -1.0703  -1.0451  -1.7729  -0.91
C  -1.5687  -2.1174  1.8103  -0.22
H  2.0867  0.2209  -0.3416  0.01
H  -1.6183  -0.1856  2.8138  0.12
C  -5.7173  -0.0444  -7.3380  -0.80
N  3.8545  0.9921  -1.6859  -0.02
C  0.1054  -2.7386  3.5186  -0.22
O  -4.9412  -1.0749  -7.1824  -0.21

## Properties
Gap between HOMO and LUMO in eV: 1.66
Total charge: +1
LUMO energy in hartree: -0.3121